1.
Density functional theory data (wB97M-V/def2-TZVPD) for a 12-piece molecular cluster, C18H60O12 overall in a non-equilibrium geometry.

XYZ file:
```
90
Properties=species:S:1:pos:R:3
C 16.265 20.927 28.434
C 15.229 20.650 27.405
O 13.994 20.258 27.956
H 16.481 19.960 28.889
H 15.881 21.655 29.148
H 17.154 21.324 27.945
H 15.492 19.808 26.765
H 15.021 21.588 26.891
H 13.305 20.679 27.439
C 13.931 16.465 28.370
C 13.957 16.904 29.785
O 14.539 18.121 29.909
H 13.631 15.430 28.210
H 14.924 16.501 27.924
H 13.226 17.060 27.789
H 14.442 16.148 30.403
H 12.975 16.944 30.257
H 14.029 18.726 29.366
C 20.451 20.303 28.656
C 21.578 19.919 27.738
O 21.581 20.787 26.654
H 20.373 19.640 29.518
H 19.549 20.199 28.053
H 20.382 21.353 28.940
H 21.619 18.868 27.451
H 22.519 20.020 28.279
H 22.399 20.714 26.156
C 15.638 13.413 33.163
C 16.663 12.770 32.249
O 16.496 11.414 32.483
H 15.761 14.496 33.185
H 15.760 12.870 34.100
H 14.668 13.199 32.714
H 17.690 13.091 32.421
H 16.592 12.995 31.184
H 16.135 10.880 31.772
C 14.704 18.318 34.379
C 14.610 17.138 33.421
O 15.641 17.267 32.544
H 14.270 18.288 35.379
H 14.310 19.175 33.833
H 15.725 18.573 34.662
H 13.582 16.975 33.096
H 14.827 16.286 34.065
H 15.462 17.555 31.646
C 18.828 17.926 26.297
C 20.072 17.139 25.805
O 20.156 16.057 26.711
H 18.634 18.805 25.682
H 19.049 18.466 27.218
H 17.926 17.380 26.576
H 21.039 17.591 25.584
H 19.838 16.606 24.884
H 20.104 16.442 27.589
C 17.466 15.451 30.185
C 17.866 16.463 29.210
O 19.227 16.792 29.467
H 17.310 15.756 31.220
H 18.115 14.576 30.231
H 16.614 14.822 29.928
H 17.323 17.379 29.443
H 17.697 15.995 28.240
H 19.273 17.088 30.379
C 21.181 14.375 30.676
C 22.171 15.452 30.213
O 22.814 15.792 31.372
H 21.676 13.566 31.213
H 20.907 13.964 29.705
H 20.402 14.838 31.282
H 21.733 16.320 29.719
H 22.900 15.043 29.513
H 22.955 15.000 31.895
C 17.931 19.638 31.593
O 18.718 19.910 32.734
H 18.386 20.094 30.713
H 17.961 18.563 31.414
H 16.995 20.193 31.650
H 19.393 19.237 32.845
C 16.383 13.733 25.843
O 16.259 12.312 25.536
H 15.395 14.188 25.770
H 16.872 13.995 26.782
H 17.017 14.203 25.091
H 15.790 12.234 24.702
O 20.466 17.318 32.036
H 21.243 16.969 31.599
H 20.766 17.541 32.917
O 18.277 17.099 33.868
H 18.884 17.067 33.128
H 17.414 17.195 33.466
```

Output
Kohn-Sham gap in eV: 10.1
Energy above the lowest of the compared OMol25 structures with the same formula, charge and spin in eV: 5.526
SMILES: CCO.CCO.CCO.CCO.CCO.CCO.CCO.CCO.CO.CO.O.O
Maximum force in eV/Å: 3.5
Total charge: 0
Calculated total energy in a.u.: -1624.4654

2.
Density functional theory data (wB97M-V/def2-TZVPD) for a 13-piece molecular cluster, C18H64IN24O12P2 overall.

XYZ file:
```
121
Properties=species:S:1:pos:R:3
C -1.975 2.884 0.606
C -1.808 2.315 2.021
P -2.304 0.555 2.355
C -0.735 -0.295 2.777
P -2.982 -0.189 0.428
C -1.864 -0.542 -0.948
C -0.565 -1.240 -0.497
C 0.566 -0.227 -0.523
I 2.462 -1.070 -0.075
H -3.033 3.020 0.364
H -1.512 3.870 0.546
H -1.512 2.260 -0.162
H -2.446 2.887 2.703
H -0.779 2.431 2.372
H 0.148 0.079 2.254
H -0.844 -1.373 2.635
H -0.607 -0.122 3.850
H -3.751 -1.317 0.725
H -3.890 0.758 -0.049
H -1.655 0.400 -1.462
H -2.421 -1.154 -1.665
H -0.327 -2.055 -1.184
H -0.675 -1.695 0.490
H 0.654 0.199 -1.524
H 0.417 0.616 0.154
C 1.732 2.346 -2.974
O 0.847 2.453 -2.122
N 1.884 3.201 -4.020
N 2.656 1.347 -2.933
H 2.601 3.041 -4.711
H 1.267 3.994 -4.119
H 2.585 0.711 -2.163
H 3.372 1.262 -3.639
C -4.006 -3.947 2.682
O -3.799 -2.748 2.913
N -4.207 -4.844 3.690
N -4.067 -4.483 1.447
H -4.405 -5.809 3.492
H -4.257 -4.504 4.631
H -3.948 -3.882 0.656
H -4.245 -5.473 1.319
C -5.169 3.620 4.875
O -6.088 3.206 4.188
N -5.180 4.866 5.440
N -4.047 2.877 5.118
H -4.444 5.217 6.022
H -5.995 5.430 5.286
H -4.051 1.933 4.765
H -3.273 3.202 5.664
C 5.543 2.982 -4.149
O 4.847 2.210 -4.815
N 5.002 3.966 -3.378
N 6.894 2.901 -4.141
H 5.564 4.590 -2.832
H 3.999 4.048 -3.340
H 7.311 2.192 -4.714
H 7.508 3.526 -3.647
C -5.003 2.121 -2.403
O -4.636 1.036 -1.948
N -5.670 3.031 -1.645
N -4.767 2.470 -3.692
H -5.988 3.912 -2.002
H -5.909 2.779 -0.703
H -4.279 1.811 -4.270
H -5.062 3.342 -4.089
C 0.203 6.904 -4.746
O 0.894 5.943 -4.442
N -0.653 7.487 -3.859
N 0.243 7.463 -5.988
H -1.223 8.281 -4.080
H -0.692 7.094 -2.937
H 0.869 7.054 -6.656
H -0.309 8.255 -6.256
C 10.307 4.295 -5.014
O 9.454 4.319 -4.133
N 10.319 5.194 -6.034
N 11.304 3.368 -5.021
H 11.010 5.196 -6.760
H 9.592 5.885 -6.050
H 11.319 2.698 -4.274
H 12.019 3.332 -5.723
C -4.943 -8.414 0.979
O -4.723 -7.207 1.114
N -5.124 -9.233 2.051
N -5.022 -9.012 -0.226
H -5.303 -10.215 1.952
H -5.084 -8.831 2.967
H -4.894 -8.440 -1.038
H -5.210 -10.000 -0.333
C 1.489 -2.736 5.479
O 2.333 -2.920 6.333
N 0.146 -2.822 5.745
N 1.807 -2.412 4.187
H -0.577 -2.650 5.072
H -0.105 -3.039 6.691
H 2.779 -2.309 3.963
H 1.125 -2.271 3.467
C -2.899 -1.250 6.351
O -3.327 -0.252 5.793
N -2.786 -2.457 5.709
N -2.478 -1.235 7.651
H -2.377 -3.264 6.143
H -3.117 -2.504 4.750
H -2.550 -0.365 8.146
H -2.130 -2.042 8.132
C 11.002 5.708 -0.354
O 12.056 5.218 0.009
N 10.206 6.433 0.494
N 10.530 5.573 -1.627
H 9.339 6.850 0.216
H 10.530 6.550 1.435
H 11.075 5.035 -2.273
H 9.659 5.949 -1.948
C -4.655 -12.755 -1.596
O -5.113 -11.830 -0.933
N -4.348 -12.616 -2.914
N -4.430 -13.983 -1.058
H -3.980 -13.361 -3.474
H -4.515 -11.724 -3.338
H -4.656 -14.112 -0.089
H -4.062 -14.755 -1.580
```

Output
Kohn-Sham gap in eV: 9.4
Maximum force in eV/Å: 0.8
Total charge: +1
Calculated total energy in a.u.: -3922.0129

3.
Density functional theory data (wB97M-V/def2-TZVPD) for a 14-piece molecular cluster, C18H64N14O14 overall in a non-equilibrium geometry.

XYZ file:
```
110
Properties=species:S:1:pos:R:3
C -0.220 3.484 -0.580
C 1.127 3.600 0.174
O 1.063 4.790 0.945
H -0.189 4.151 -1.451
H -1.037 3.815 0.031
H -0.400 2.445 -0.966
H 2.094 3.519 -0.392
H 1.309 2.913 0.940
H 0.541 5.472 0.454
C -0.575 0.002 0.626
C -0.080 -0.948 -0.415
O -0.049 -0.132 -1.576
H -1.561 0.233 0.490
H 0.044 0.899 0.646
H -0.462 -0.502 1.545
H -0.751 -1.824 -0.601
H 0.802 -1.473 -0.164
H 0.643 -0.441 -2.186
C -1.529 -2.531 3.589
C -2.178 -2.787 2.251
O -2.798 -4.099 2.286
H -1.115 -1.552 3.689
H -0.751 -3.323 3.540
H -2.267 -2.570 4.295
H -1.351 -2.688 1.527
H -2.721 -1.968 1.972
H -2.644 -4.284 1.360
C -0.754 -4.646 -0.775
C 0.451 -4.934 0.098
O 0.204 -4.632 1.461
H -1.174 -3.694 -0.587
H -1.509 -5.463 -0.604
H -0.377 -4.839 -1.833
H 1.289 -4.312 -0.270
H 0.776 -5.946 0.090
H 0.835 -5.095 2.039
C -1.826 2.365 -3.651
O -2.228 3.696 -3.487
N -1.041 1.966 -4.577
N -2.215 1.470 -2.821
H -0.784 2.650 -5.311
H -0.842 0.976 -4.693
H -2.771 1.868 -2.068
H -1.803 0.537 -2.825
C 1.902 1.313 3.510
O 2.463 1.144 2.254
N 0.975 0.566 3.965
N 2.087 2.437 4.176
H 0.781 -0.313 3.423
H 0.783 0.617 5.007
H 2.777 3.044 3.700
H 1.489 2.726 4.932
C -1.288 3.156 3.028
O -2.268 3.955 2.658
N -1.311 1.936 3.302
N -0.217 3.743 3.370
H -2.189 1.377 3.113
H -0.534 1.391 3.650
H -0.026 4.546 2.820
H 0.666 3.190 3.425
C 4.421 0.984 -0.323
O 4.598 2.274 0.213
N 5.264 0.540 -1.246
N 3.408 0.176 -0.189
H 5.984 1.184 -1.502
H 5.075 -0.105 -2.024
H 2.895 0.360 0.743
H 3.444 -0.782 -0.531
C 2.306 -2.244 -2.545
O 2.968 -2.271 -1.321
N 2.176 -3.336 -3.343
N 1.954 -1.182 -3.157
H 2.532 -4.234 -3.026
H 2.014 -3.291 -4.367
H 2.163 -0.282 -2.761
H 1.576 -1.141 -4.148
C -1.457 -1.578 -4.026
O -1.019 -1.060 -5.208
N -0.835 -2.421 -3.325
N -2.688 -1.344 -3.636
H 0.169 -2.688 -3.420
H -1.321 -2.812 -2.550
H -3.356 -0.767 -4.038
H -3.161 -1.789 -2.810
C 2.590 2.056 -3.113
O 3.942 2.381 -3.336
N 1.652 2.416 -3.850
N 2.113 1.249 -2.210
H 2.002 3.060 -4.599
H 0.646 2.108 -3.722
H 2.667 0.853 -1.363
H 1.174 1.249 -1.952
C -4.223 0.036 3.610
O -3.527 0.572 2.524
H -3.904 -0.940 3.778
H -5.266 -0.051 3.421
H -4.223 0.598 4.547
H -3.985 0.334 1.732
C -3.519 2.348 0.020
O -3.822 3.016 -1.128
H -4.285 2.374 0.724
H -2.763 2.797 0.604
H -3.221 1.353 -0.136
H -3.618 3.953 -0.944
C 2.562 -2.465 2.590
O 1.237 -1.949 2.507
H 3.107 -1.881 3.334
H 3.157 -2.486 1.727
H 2.509 -3.475 2.836
H 0.621 -2.697 2.392
```

Output
Kohn-Sham gap in eV: 7.8
Energy above the lowest of the compared OMol25 structures with the same formula, charge and spin in eV: 3.425
Maximum force in eV/Å: 9.9
Total charge: 0
Calculated total energy in a.u.: -2543.9562